(1)
100
Properties=species:S:1:pos:R:3:lowdin_charge:R:1 method="wB97M-V/def2-TZVPD" lumo_ev=-1.734 spin_multiplicity=1 smiles="O=C1NC(=O)c2cc(I)ccc21.CCOC(=O)C(F)(F)F.CCOC(=O)C(F)(F)F.CCOC(=O)C(F)(F)F.CCOC(=O)C(F)(F)F.CCOC(=O)C(F)(F)F.CCOC(=O)C(F)(F)F" total_energy_ev=-120896.7644 de_lowest_kj_mol=1170.5 largest_force_ev_per_a=8.5
H -7.0100 -4.7801 -8.5693 0.087
C -3.6094 -1.1433 -5.8923 -0.200
F 0.0227 5.9751 4.9905 0.150
N -5.6382 1.4375 5.5992 0.094
C 0.6402 -4.0385 -5.0824 -0.465
H -5.6558 -4.2678 -7.5679 0.064
F 6.9551 6.6197 2.4788 0.113
C -5.6235 -0.3988 3.7410 -0.017
C 1.9549 -3.4992 -1.6430 -0.212
O -3.2693 -4.0022 -8.7349 0.138
H 5.2873 8.4485 2.6645 0.088
H 3.9221 -3.4357 -0.7485 0.083
H 1.5581 -2.7245 -0.9784 0.126
F 2.6413 -2.0666 5.4916 0.140
O -4.4831 -2.2326 -5.5575 0.008
C -6.1398 -5.1431 -8.0116 -0.064
C -2.8187 -1.1693 3.7402 0.030
H -2.1317 -2.4460 -6.7788 0.074
H 3.7325 -2.3954 -2.1802 0.085
H 1.2680 2.7158 7.2132 0.087
H -7.0891 -1.5339 2.1488 0.107
H 5.0236 7.2436 3.9405 0.080
F 3.6186 -0.2590 4.7605 0.133
H 6.3014 2.3367 3.3790 0.126
I -5.0751 -3.7651 0.2833 0.807
O 2.9965 7.1938 5.6772 0.147
C 2.3155 6.6604 4.8056 -0.318
H 9.1322 2.0618 4.5653 0.085
O -3.8188 -2.0746 -3.3669 0.135
H 3.8927 -4.1372 -2.3783 0.078
F -2.7520 -2.2617 -10.8707 0.141
O -3.2875 1.3114 6.3087 -0.032
O 1.1501 0.4780 5.6414 0.008
F 1.4640 4.9137 6.2353 0.100
H -0.3474 3.2916 6.7569 0.098
F 4.1874 -1.1008 6.6876 0.140
F 0.9994 -2.8226 -5.5862 0.141
H -6.4855 -5.7936 -7.2034 0.081
H -0.3620 0.7814 7.0573 0.127
O 1.8610 -5.4594 -3.4970 0.145
C 7.6225 4.3160 2.3912 -0.321
C -5.9860 -1.4427 2.5300 -0.011
F 8.4093 6.0805 0.9463 0.146
C 3.2059 8.1252 3.1519 -0.201
H -1.7533 -1.0373 4.2108 0.098
H -3.9618 -0.7353 -6.8455 0.127
H -3.6847 -0.3404 -5.1506 0.126
C -4.7198 -2.3335 1.9130 -0.608
H -1.7918 -2.0248 -5.1037 0.060
C 1.3116 5.5307 5.0305 -0.461
F -5.3513 -4.3548 -2.8088 0.049
C -5.1913 -5.8879 -8.9327 -0.204
O 1.3463 -3.2970 -2.9278 0.009
C 3.1171 -0.8498 5.8833 -0.473
F -4.6137 -2.9585 -11.7619 0.140
C -2.1812 -1.6318 -6.0476 -0.063
C 4.6342 7.6366 2.9965 -0.081
O -7.8381 0.8648 4.4444 -0.021
H 8.7001 1.6705 2.9043 0.077
H 0.9349 3.1252 5.5338 0.060
O -4.8206 -5.0651 -10.0496 0.013
C 0.0595 1.2531 6.1628 -0.204
C -3.1569 -2.2070 2.4727 -0.072
H -0.7246 1.2521 5.3983 0.107
F -5.4115 -4.7202 -4.9556 0.136
H -2.2510 -2.8280 2.0322 0.095
C -6.5248 0.6724 4.5941 -0.245
F -6.7926 -3.2933 -4.0537 0.146
O 7.4016 3.5200 1.4825 0.145
H 2.8535 8.5332 2.1986 0.128
F 9.0157 6.1731 3.0367 0.145
H 8.0315 0.7031 4.2333 0.083
C -5.5037 -3.7377 -4.0136 -0.467
F 1.4038 4.5483 4.0885 0.131
O 7.5227 4.0022 3.7225 0.009
H -4.3035 -6.2437 -8.3983 0.128
H -1.5281 -0.8200 -6.3796 0.090
C 0.4998 2.6796 6.4349 -0.060
F -2.7914 -4.1362 -11.9836 0.144
C -3.8279 -4.1474 -9.8188 -0.319
C -3.4987 -3.3782 -11.0972 -0.471
C 7.1266 2.6556 4.0254 -0.210
F -0.7139 -3.9985 -4.9238 0.131
H 4.6836 6.8224 2.2654 0.082
O 1.9516 0.1964 7.7728 0.147
C -4.4999 -2.6081 -4.2385 -0.320
C 3.4631 -3.3608 -1.7382 -0.064
H 6.7478 2.6596 5.0529 0.127
C -4.2237 0.8309 5.4863 -0.241
C 8.0006 5.7854 2.2118 -0.460
H -5.6960 -6.7695 -9.3416 0.127
C 1.3612 -4.3734 -3.7776 -0.321
H 1.6626 -4.4668 -1.2205 0.126
O 2.3323 7.0358 3.4866 0.012
H -5.6628 2.4632 5.3346 0.155
C -4.0881 -0.3008 4.3078 -0.022
H 3.1306 8.9280 3.8935 0.127
F 0.8808 -4.9429 -6.0722 0.146
C 8.3128 1.7144 3.9266 -0.063
C 2.0416 -0.0052 6.5648 -0.326

***

(2)
11
Properties=species:S:1:pos:R:3:nbo_charge:R:1 method="wB97M-V/def2-TZVPD" lumo_ev=0.065 spin_multiplicity=1 total_energy_ev=-11472.7608 de_lowest_kj_mol=543.4 largest_force_ev_per_a=5.3
C -1.2590 -1.6562 -1.1620 -0.631
C -1.4099 -0.4729 -0.2988 -0.409
F -2.5598 0.3962 1.9473 -0.469
H -0.3051 -2.1671 -0.8862 0.235
H -0.9140 -0.5416 0.6636 0.289
O -4.1009 0.2082 0.4011 -0.217
O -2.2293 1.4965 -1.3910 -0.399
N -3.1259 -0.2940 0.6365 0.408
H -2.0601 -2.3932 -0.9941 0.234
C -1.6863 0.7245 -0.7818 0.722
H -0.9672 -1.4737 -2.1976 0.238

***

(3)
87
Properties=species:S:1:pos:R:3:lowdin_charge:R:1 method="wB97M-V/def2-TZVPD" lumo_ev=1.430 spin_multiplicity=1 total_energy_ev=-53773.7255 de_lowest_kj_mol=460.7 largest_force_ev_per_a=4.5 charge=-1
H -2.2440 7.0540 -1.5469 0.039
H -0.1845 -0.9051 -1.4220 0.136
H 0.2127 -3.7248 -3.4459 0.043
H 2.9184 4.4964 2.8427 0.086
C -3.0630 -0.3808 5.7915 -0.056
H 7.3434 -3.1615 -0.2661 0.069
C -1.5634 6.2036 -1.5895 -0.136
H -1.4834 -1.2524 -0.3961 0.143
H -3.0894 -1.2484 5.1322 0.097
H -5.0001 4.8683 4.9153 0.079
H -5.4593 3.4888 3.0286 0.124
C -4.4285 3.5390 3.3791 -0.222
H -6.3802 -0.9138 0.5956 0.097
O -3.9105 0.6322 5.3478 0.008
C 2.5241 3.4960 2.6645 -0.058
H -2.0255 -0.0520 5.7318 0.098
H -0.0895 -3.0659 -5.1251 0.058
O -6.5219 -2.4241 -0.8538 -0.012
C 2.9697 -3.6784 -3.7008 -0.127
H 6.3356 -2.2760 2.0663 0.116
H 5.4598 -2.1897 0.6005 0.118
H 3.9807 -3.2716 -3.6790 0.058
C 3.7574 3.2437 0.5582 -0.527
H 6.4803 2.3370 -0.1020 0.086
O -5.7951 -3.4183 -2.6902 0.007
N -0.6358 -0.7216 -0.5373 0.354
H -3.2548 -0.6531 6.8294 0.097
O 2.8769 -4.0820 2.8900 0.003
H 2.3242 -5.9727 3.3629 0.092
C -3.6724 1.3048 4.2559 -0.562
H -4.3531 -4.7952 -3.1044 0.124
H 3.0771 -4.7005 -4.0638 0.056
C 5.8635 -2.9080 1.3142 -0.154
H 2.6209 -3.6498 -2.6685 0.056
C -2.2958 5.8519 -3.8891 -0.127
O 3.2394 -2.1315 1.8918 0.151
C -5.4398 -2.9712 -1.4295 -0.511
O 2.6236 3.0312 1.3028 -0.003
H 6.6594 -4.7043 0.1342 0.072
H 3.0123 2.8417 3.3867 0.087
O -4.2907 -2.9952 -0.9910 0.088
H 7.9070 3.3436 0.1476 0.082
O 4.7529 3.7999 1.2979 -0.020
H -4.8380 -5.0002 -5.5634 0.072
C 6.9557 3.0385 0.5836 -0.085
H 1.4766 3.6061 2.9450 0.088
H 7.1812 2.6516 1.5773 0.081
H -1.5825 5.8091 -0.5736 0.047
H 3.4981 -5.9971 2.1730 0.093
C 6.0232 4.1791 0.6940 -0.214
H -3.1941 4.7270 4.6434 0.086
O -2.8218 0.9906 3.4127 0.085
C 1.9727 -2.8920 -4.4641 -0.714
C 6.9905 -3.7625 0.5719 -0.044
H 5.8360 4.6287 -0.2812 0.132
H -5.9986 -2.6184 1.2076 0.092
H -1.3760 6.0585 -4.4364 0.060
O -1.1029 4.0774 -2.6319 -0.388
H -6.2984 -5.2442 -4.7481 0.070
O 3.8155 3.0171 -0.6354 0.140
C -4.8976 -3.9691 -3.5619 -0.251
C 0.5975 -3.5840 -4.4560 -0.138
C 3.6175 -3.2155 2.1843 -0.617
H -2.6857 6.8544 -3.7130 0.041
H 6.4570 4.7909 1.4848 0.121
C -5.5264 -4.4881 -4.8911 -0.052
C -6.5765 -1.9843 0.5353 -0.013
C -4.1872 4.7684 4.1961 -0.070
H 2.1769 -2.8886 -5.5348 0.097
O -4.4704 2.3992 4.2461 0.016
H 0.1106 -0.7649 0.1418 0.150
H -3.7867 3.5555 2.4982 0.133
O 4.8429 -3.7002 1.9909 0.009
O 1.7619 -1.5569 -4.0570 -0.370
H 4.0568 -5.5902 3.7670 0.093
C -2.0134 5.1419 -2.5746 -0.719
H -0.9863 0.2251 -0.5688 0.151
H -5.8327 -3.6396 -5.5029 0.072
C 3.2305 -5.4416 3.0719 -0.064
H -4.2170 -3.1435 -3.7695 0.131
H -0.5915 6.6140 -1.8636 0.065
H -4.2996 5.6192 3.5241 0.085
H 0.6391 -4.5915 -4.8699 0.040
H -7.6008 -2.1798 0.8526 0.087
H -2.9303 5.3274 -4.6035 0.053
H 7.7975 -3.8620 1.2977 0.060
H -2.9823 4.7501 -2.2650 0.081